No. 1
2 unconnected molecules or ions with the total composition C21H22F3N7O4 at a distorted geometry, computed with ωB97M-V/def2-TZVPD.

The geometry in XYZ format:
```
57
Properties=species:S:1:pos:R:3:forces:R:3:lowdin_charge:R:1
O -1.778148 2.404412 1.235829 0.04 -0.31 0.52 0.076
O 4.877890 -2.073770 -5.864166 -0.17 -0.06 0.28 0.038
O 0.692332 -2.089036 -3.032538 0.27 0.11 0.34 0.038
F 3.443828 3.341490 -0.144443 0.27 -0.85 -0.24 0.139
F 4.413834 1.441804 0.467407 -0.57 0.62 -0.48 0.130
F 2.606316 1.400682 -0.782663 0.64 0.60 0.40 0.119
N -6.689095 -0.077025 7.609695 0.06 0.01 -0.16 -0.042
N -7.813843 -0.277640 7.019404 1.03 0.26 -0.53 0.000
N -5.687088 0.195747 6.716256 -0.14 -0.08 0.81 0.069
O 2.909420 -2.803078 -1.381266 0.24 -0.18 0.09 -0.050
C -1.315929 1.920713 2.262246 -1.67 0.18 -1.41 -0.401
C 4.364231 -1.024788 -5.502046 1.26 -0.59 -1.38 -0.564
C 1.514801 -2.372848 -3.899894 -0.35 0.57 0.69 -0.437
C -6.220327 0.161745 5.529307 -0.98 -0.26 0.38 -0.303
C -5.533714 0.555827 1.829823 0.31 0.02 0.75 -0.059
C 2.101799 2.087459 3.904071 -0.20 0.03 -0.49 -0.051
C -6.212731 0.326042 3.027114 0.22 0.07 0.07 -0.041
C 0.711022 2.026409 3.763047 0.36 -0.05 -0.50 -0.013
C -4.174265 0.866496 1.848560 0.03 0.00 -0.30 0.001
C -4.161340 0.703232 4.250297 -0.42 -0.02 0.16 0.036
C 2.926403 2.097623 2.773269 -0.18 -0.03 -0.20 -0.001
C 0.972774 2.020386 1.359352 0.13 0.00 -0.22 0.063
C -5.531349 0.396397 4.254570 0.23 0.03 -0.83 -0.150
C 0.133006 1.992877 2.480845 1.57 -0.13 1.06 -0.122
C -3.475250 0.957729 3.063422 -1.01 -0.13 -0.09 -0.206
C 2.366578 2.050877 1.484153 -0.70 -0.13 0.88 -0.093
N -7.541955 -0.132954 5.710110 0.47 0.19 -1.22 0.057
N -2.114530 1.253672 3.173440 1.38 0.21 0.07 0.137
N 1.088068 -2.930410 -5.038399 0.37 -0.58 -0.96 0.037
N 3.464957 -0.944105 -4.523166 -1.21 -0.28 1.04 0.116
C 4.728523 0.273168 -6.183384 -0.02 -0.05 0.09 0.002
C 3.225319 2.057039 0.236060 -0.43 -0.16 0.69 -0.538
C 1.897391 -3.352843 -6.183377 0.08 0.23 0.25 -0.055
C 3.358071 -1.768161 -2.228132 -0.84 -0.14 -0.07 -0.209
C 3.013389 -2.070731 -3.692758 0.34 0.05 -0.25 -0.184
H 1.942719 -2.777552 -1.399753 0.04 0.08 -0.07 0.076
H -6.058043 0.493150 0.880268 0.11 0.00 0.18 0.110
H 2.544960 2.124440 4.895650 -0.07 0.00 -0.19 0.109
H -7.270933 0.090572 2.982471 0.06 0.01 0.07 0.099
H 0.091254 2.025180 4.655781 0.06 0.02 -0.11 0.112
H -3.675435 1.023663 0.898565 0.08 0.09 0.29 0.110
H -3.626032 0.759695 5.194072 -0.16 -0.01 -0.02 0.118
H 4.005712 2.139746 2.901347 -0.19 -0.05 -0.07 0.122
H 0.523599 2.008101 0.366844 0.02 -0.04 0.30 0.136
H -8.221161 -0.223678 4.962768 -0.11 -0.07 0.63 0.147
H -1.654637 0.958261 4.026143 -0.24 -0.04 -0.21 0.135
H 0.092600 -3.086852 -5.085133 0.07 0.10 0.15 0.144
H 3.085804 -0.034355 -4.312687 -0.05 -0.05 0.12 0.154
H 5.446028 0.065947 -6.976207 -0.11 -0.01 0.13 0.086
H 3.834902 0.725185 -6.608975 -0.02 0.20 -0.01 0.082
H 5.176190 0.948157 -5.456357 -0.03 0.19 -0.03 0.083
H 2.217120 -2.482227 -6.758649 0.08 -0.14 -0.07 0.080
H 2.783222 -3.899985 -5.852752 -0.08 0.12 -0.11 0.085
H 1.309994 -4.004673 -6.832139 -0.02 0.10 0.19 0.086
H 4.439536 -1.665014 -2.127010 -0.08 -0.11 -0.02 0.133
H 2.883890 -0.833362 -1.930142 0.06 0.26 -0.07 0.105
H 3.568318 -2.968834 -3.966149 0.17 0.18 -0.29 0.149
```
Forces are in eV/Å.

Summary:
E	-1797.33718	Eh
ΔE to the lowest compared entry with this formula, charge and spin	0.0	kcal/mol
molar mass	493.45	u
strongest force on any atom	0.0426	hartree/bohr
Kohn-Sham gap	9.0	eV
highest occupied orbital energy	-0.336	Eh
SMILES	O=C(Nc1cccc(-c2nnn[nH]2)c1)c1cccc(C(F)(F)F)c1.CNC(=O)[C@H](CO)NC(C)=O

***

No. 2
C21H22N2O4 in the gas phase, computed with ωB97M-V/def2-TZVPD.

The geometry in XYZ format:
```
49
Properties=species:S:1:pos:R:3:forces:R:3:lowdin_charge:R:1
C 3.117507 7.171494 -0.316718 -0.05 0.12 0.12 -0.094
H 2.035879 7.339605 -0.338263 0.03 -0.01 0.02 0.095
O 3.504816 6.177353 -1.233305 0.07 -0.21 -0.17 -0.089
C 3.005136 4.918206 -1.074280 -0.02 -0.15 -0.05 -0.281
C 2.132883 4.525675 -0.066187 0.17 0.34 -0.06 -0.010
C 1.683186 3.217488 -0.005999 0.01 -0.41 -0.17 0.005
C 2.100254 2.284577 -0.942497 -0.09 0.18 0.14 -0.280
C 2.978648 2.673512 -1.950150 -0.11 -0.15 0.10 -0.010
C 3.423109 3.975854 -2.015081 -0.02 0.24 0.09 -0.001
H 4.105420 4.290799 -2.788723 0.09 0.03 -0.09 0.118
H 3.323749 1.951357 -2.675560 0.04 -0.08 -0.05 0.118
O 1.679924 0.970124 -0.818727 0.24 0.21 0.22 -0.058
C 0.930853 0.460495 -1.897806 -0.49 -0.11 -0.27 -0.164
C -0.553293 0.843328 -1.783276 0.46 -0.01 -0.12 -0.071
N -1.141031 0.240762 -0.610324 0.09 0.22 -0.13 0.075
C -1.366656 -1.098167 -0.474693 -0.18 0.14 0.23 -0.350
O -1.211529 -1.923992 -1.339096 0.09 -0.20 -0.15 0.132
C -1.839136 -1.317717 0.963927 -0.11 -0.25 0.34 -0.350
N -1.836512 0.038113 1.465095 -0.06 -0.20 0.26 0.168
C -1.413383 0.952508 0.564563 -0.11 -0.09 0.04 -0.480
O -1.309298 2.142347 0.706939 0.09 0.46 0.00 0.096
H -2.085258 0.284190 2.407244 0.03 0.10 -0.07 0.164
C -3.233874 -1.948192 1.043115 0.12 -0.10 -0.36 -0.089
C -3.241590 -3.312828 0.364941 -0.11 0.07 -0.02 -0.131
C -2.103981 -4.187868 0.809448 -0.02 -0.07 0.00 -0.170
C -2.169252 -5.556807 0.573332 0.05 -0.01 0.04 -0.036
C -1.127441 -6.393429 0.921746 -0.05 -0.07 -0.04 -0.086
C 0.008207 -5.863876 1.511755 0.10 0.00 0.05 -0.087
C 0.083822 -4.505382 1.747740 -0.03 -0.04 -0.02 -0.038
C -0.963923 -3.657940 1.403897 0.03 -0.10 0.05 -0.163
C -0.839572 -2.193579 1.729096 -0.06 0.04 -0.17 -0.045
H -1.021226 -2.053784 2.801070 0.01 0.09 -0.05 0.135
H 0.178882 -1.853465 1.523909 -0.01 0.04 0.06 0.137
H 0.969154 -4.087403 2.205875 0.11 0.05 0.05 0.113
H 0.831668 -6.506973 1.784114 0.07 -0.05 0.02 0.100
H -1.197622 -7.454006 0.731322 -0.01 -0.09 -0.02 0.100
H -3.053928 -5.965164 0.105778 -0.10 -0.05 -0.05 0.113
H -3.152214 -3.178581 -0.716699 -0.10 -0.01 0.06 0.119
H -4.193106 -3.813009 0.558027 0.02 0.00 -0.02 0.122
H -3.963864 -1.286621 0.571562 0.01 0.03 0.07 0.129
H -3.499336 -2.053609 2.098368 0.01 0.07 0.04 0.130
H -0.657581 1.925757 -1.672212 -0.03 -0.11 -0.08 0.134
H -1.089529 0.494369 -2.669104 0.02 0.08 0.05 0.135
H 1.315550 0.816641 -2.860256 0.00 -0.06 0.08 0.122
H 1.026943 -0.627685 -1.852811 0.00 0.14 -0.09 0.127
H 0.988736 2.919406 0.763111 -0.07 -0.06 0.05 0.104
H 1.785182 5.226433 0.675811 -0.01 0.09 0.06 0.104
H 3.628859 8.079296 -0.633440 -0.06 -0.04 0.07 0.092
H 3.425768 6.920388 0.703424 -0.03 0.00 -0.03 0.095
```
Forces are in eV/Å.

Summary:
E	-1223.96153	Eh
ΔE to the lowest compared entry with this formula, charge and spin	16.8	kcal/mol
molar mass	366.42	u
strongest force on any atom	0.0110	hartree/bohr
Kohn-Sham gap	8.8	eV
highest occupied orbital energy	-0.298	Eh
SMILES	COc1ccc(OCCN2C(=O)N[C@@]3(CCc4ccccc4C3)C2=O)cc1

***

No. 3
C21H22N2O6 in the gas phase, computed with ωB97M-V/def2-TZVPD.

The geometry in XYZ format:
```
51
Properties=species:S:1:pos:R:3:forces:R:3:lowdin_charge:R:1
C -0.018672 7.676181 -0.125891 0.06 0.17 -0.05 -0.084
H -0.095128 7.820109 -1.208470 0.03 -0.01 0.03 0.097
H -0.647609 8.408808 0.378480 0.08 0.00 -0.06 0.095
H 1.020529 7.815440 0.188869 -0.03 -0.01 -0.03 0.097
O -0.518153 6.423332 0.268574 -0.05 -0.43 0.02 -0.122
C 0.095212 5.288908 -0.209073 -0.04 0.12 0.04 -0.195
C 1.174310 5.320983 -1.083449 -0.21 0.05 0.17 -0.010
C 1.772807 4.170955 -1.565598 0.14 -0.11 -0.11 -0.009
C 1.286763 2.935150 -1.168185 -0.07 0.51 0.07 -0.215
C 0.212523 2.885617 -0.288390 0.02 0.23 -0.02 0.058
C -0.395417 4.034588 0.202445 0.10 -0.12 -0.06 -0.193
O -1.437814 3.782500 1.044714 0.26 -0.12 -0.30 -0.069
C -2.099883 4.822304 1.729200 -0.31 0.27 0.29 -0.076
H -1.412108 5.399723 2.350091 -0.06 -0.04 -0.04 0.096
H -2.617622 5.494897 1.042719 0.04 -0.06 0.09 0.093
H -2.828957 4.320714 2.365905 0.05 0.05 -0.03 0.093
H -0.185465 1.938683 0.044471 -0.07 -0.13 0.06 0.127
N 1.824434 1.720383 -1.607395 -0.32 -0.38 0.30 0.146
C 2.839387 1.501414 -2.472288 -0.15 -0.58 0.05 -0.435
O 3.495509 2.345854 -3.039040 0.17 0.07 -0.14 0.078
C 3.123831 0.012656 -2.705098 0.66 0.20 -0.24 -0.054
H 4.130235 -0.216523 -2.332875 -0.23 0.14 -0.12 0.136
H 3.101328 -0.177521 -3.782724 -0.03 0.07 0.17 0.146
O 2.178535 -0.833010 -2.069941 -0.28 0.02 -0.04 -0.026
C 2.650905 -1.776407 -1.219777 0.46 -0.04 0.09 -0.427
O 3.825208 -1.940916 -1.005959 -0.24 -0.01 -0.03 0.124
C 1.561754 -2.550800 -0.596842 -0.27 -0.17 0.15 -0.132
C 1.892417 -3.553515 0.314853 -0.04 0.25 -0.24 0.010
C 0.913730 -4.305007 0.925493 0.04 -0.13 0.12 0.018
C -0.435321 -4.070085 0.642180 0.39 0.28 -0.14 -0.169
C -0.765944 -3.062262 -0.270012 -0.15 -0.14 0.13 -0.007
C 0.218370 -2.314653 -0.880370 0.30 0.00 -0.01 -0.009
H -0.055112 -1.545148 -1.585706 -0.04 0.04 -0.05 0.117
H -1.797181 -2.847490 -0.500001 -0.10 -0.01 -0.01 0.103
N -1.440305 -4.828784 1.237364 -0.16 -0.02 -0.30 0.009
C -1.325845 -5.564154 2.390922 -0.20 -0.30 0.36 -0.427
O -0.333216 -5.700671 3.061731 0.22 -0.02 0.17 0.087
C -2.690732 -6.156956 2.695836 -0.03 -0.10 -0.04 -0.079
C -3.444391 -6.048284 1.377302 0.02 0.07 0.07 -0.152
H -3.268243 -6.937011 0.770339 -0.01 0.03 -0.02 0.117
H -4.517384 -5.923842 1.505819 0.00 -0.01 -0.06 0.112
C -2.799302 -4.827981 0.719619 -0.30 0.05 -0.13 -0.146
H -3.317666 -3.906670 1.013185 0.02 -0.03 -0.11 0.131
H -2.791269 -4.899961 -0.369798 -0.01 0.07 0.07 0.127
H -3.151826 -5.550006 3.478218 0.02 0.01 0.03 0.129
H -2.592520 -7.173333 3.071138 0.06 0.06 0.05 0.123
H 1.184551 -5.072078 1.630440 -0.01 -0.01 0.00 0.106
H 2.934801 -3.732437 0.529018 0.08 -0.03 0.03 0.124
H 1.371109 0.893331 -1.238294 0.18 0.13 -0.16 0.137
H 2.605751 4.234091 -2.243757 0.03 0.00 -0.02 0.101
H 1.569081 6.268881 -1.409996 0.01 0.12 -0.01 0.104
```
Forces are in eV/Å.

Summary:
E	-1374.41901	Eh
ΔE to the lowest compared entry with this formula, charge and spin	31.6	kcal/mol
molar mass	398.41	u
strongest force on any atom	0.0142	hartree/bohr
Kohn-Sham gap	8.1	eV
highest occupied orbital energy	-0.288	Eh
SMILES	COc1ccc(NC(=O)COC(=O)c2ccc(N3CCCC3=O)cc2)cc1OC